(1)
2 unconnected molecules or ions with the total composition C11H13F3IO11S2 in a non-equilibrium geometry, computed with ωB97M-V with the def2-TZVPD basis set.

The value obtained for the strongest force on any atom is 0.1418 hartree/bohr. Its total charge is -1. The frontier orbital gap comes out at 6.738 eV. The HOMO energy is -5.816 eV.

Geometry (Å):
C 3.19 -2.72 0.32
S 3.42 -2.36 -1.48
O 4.77 -2.83 -1.94
O 2.39 -3.20 -2.23
C 3.12 -0.58 -1.96
O 2.84 -0.72 -3.40
C 2.42 0.63 -3.71
O 2.75 1.37 -4.65
O 1.48 0.90 -2.63
C 1.87 0.23 -1.37
C 0.67 -0.54 -0.64
C -0.79 -0.27 -1.29
C -1.57 0.98 -0.58
C -3.14 0.67 -0.84
O -3.69 0.81 -1.98
O -3.98 0.17 0.21
C 2.22 1.55 -0.45
C 3.71 1.55 0.14
O 4.54 2.31 -0.43
I 4.44 0.35 1.80
H 2.59 -1.90 0.85
H 2.68 -3.74 0.49
H 4.24 -2.82 0.81
H 4.16 -0.10 -1.99
H 0.79 -1.69 -0.63
H 0.57 -0.25 0.48
H -1.42 -1.20 -1.01
H -0.79 -0.22 -2.42
H -1.43 0.89 0.55
H -1.26 1.99 -1.01
H -4.51 -0.59 -0.12
H 2.12 2.49 -1.12
H 1.47 1.70 0.40
C -5.85 0.95 3.82
F -6.26 2.22 3.60
F -6.60 0.48 4.85
F -6.24 0.24 2.73
S -4.02 0.83 4.15
O -3.79 1.64 5.35
O -3.37 1.37 2.96
O -3.76 -0.59 4.36

Here are the Mulliken charges for atoms 1 to 2, given in e: atom 1 (C): -0.83, atom 2 (S): 1.38

(2)
A molecular structure, C25H22BiCl4F3N5O6S2Si in a non-equilibrium geometry, computed with ωB97M-V with the def2-TZVPD basis set.

The value obtained for the strongest force on any atom is 0.3304 hartree/bohr. Its total charge is -1. The frontier orbital gap (alpha / beta) comes out at 4.732 / 4.478 eV. The HOMO energy (alpha / beta) is -2.675 / -2.423 eV.

Geometry (Å):
Bi 0.00 0.00 0.00
O -2.32 -5.06 -1.66
C -1.83 -4.44 -2.75
O -1.96 -4.99 -3.84
C -1.19 -3.13 -2.60
C -0.58 -2.44 -3.64
Cl -0.29 -2.97 -5.25
N -0.12 -1.22 -3.17
N -0.32 -1.15 -1.83
C -0.95 -2.28 -1.49
C -1.31 -2.54 -0.07
O -1.93 -3.63 0.17
O -0.97 -1.66 0.77
C 0.50 -0.09 -3.80
C 1.06 0.91 -2.98
C 1.69 2.04 -3.52
C 1.76 2.19 -4.90
C 1.19 1.23 -5.73
C 0.56 0.10 -5.19
H -2.21 -4.55 -0.80
H 1.03 0.82 -1.89
H 2.11 2.79 -2.86
H 2.24 3.06 -5.33
H 1.23 1.35 -6.81
H 0.10 -0.58 -5.89
F -2.50 5.15 -2.94
C -1.65 4.48 -2.07
F -0.41 4.89 -2.48
F -1.90 5.09 -0.87
C -1.89 3.00 -2.11
C -2.89 2.49 -2.97
C -3.15 1.13 -3.05
C -2.40 0.29 -2.26
N -1.44 0.71 -1.42
C -1.19 2.06 -1.35
S 0.07 2.57 -0.25
H -3.47 3.18 -3.59
H -3.92 0.74 -3.71
H -2.56 -0.79 -2.27
Cl 2.10 -0.33 -3.31
Si 2.20 0.38 -1.39
Cl 2.73 2.35 -1.59
Cl 3.85 -0.53 -0.60
S -2.55 0.60 3.80
C -3.06 1.83 2.73
C -2.36 1.74 1.55
N -1.43 0.72 1.48
C -1.44 0.06 2.62
H -3.83 2.54 3.00
H -2.48 2.40 0.69
H -0.79 -0.79 2.80
O 2.31 0.51 3.55
C 1.72 0.13 2.48
O 0.60 0.38 1.99
C 2.66 -0.84 1.70
N 3.96 -1.05 2.50
C 4.05 -2.46 2.91
C 2.62 -2.97 2.79
C 2.09 -2.24 1.57
H 2.94 -0.40 0.73
H 3.74 -0.43 3.32
H 4.78 -0.63 2.04
H 4.45 -2.51 3.92
H 4.72 -2.96 2.21
H 2.05 -2.69 3.68
H 2.58 -4.06 2.69
H 1.00 -2.27 1.53
H 2.47 -2.72 0.66
H 1.49 -1.11 0.22

Here are the Mulliken charges for atoms 1 to 2, given in e: atom 1 (Bi): 1.39, atom 2 (O): -0.63

(3)
C3H9N5 in the gas phase in a non-equilibrium geometry, computed with ωB97M-V with the def2-TZVPD basis set.

The value obtained for the strongest force on any atom is 0.0827 hartree/bohr. The frontier orbital gap comes out at 8.353 eV. The HOMO energy is -7.543 eV. Its structure (SMILES) is Cn1nc[nH]n(C)[nH]1.

Geometry (Å):
C 0.80 -1.93 -0.03
C 2.18 1.13 -0.44
C -2.13 0.26 0.02
N 1.84 -1.12 -0.01
N -0.50 -1.53 -0.01
N 0.17 0.43 0.96
N 1.72 0.16 0.50
N -0.69 -0.16 0.01
H 0.90 -3.00 -0.19
H 1.53 1.07 -1.31
H 2.12 2.21 0.06
H 3.16 0.88 -0.81
H -2.47 0.52 -1.00
H -2.66 -0.54 0.36
H -2.35 1.20 0.67
H -1.31 -2.15 0.22
H 0.06 -0.20 1.72

Here are the Mulliken charges for atoms 1 to 2, given in e: atom 1 (C): -0.06, atom 2 (C): -0.63

(4)
3 unconnected molecules or ions with the total composition C7H19BN2O4 in a non-equilibrium geometry, computed with ωB97M-V with the def2-TZVPD basis set.

The value obtained for the strongest force on any atom is 0.0310 hartree/bohr. The frontier orbital gap comes out at 10.458 eV. The HOMO energy is -10.492 eV. Its structure (SMILES) is C[N+](=O)[O-].C[N+](=O)[O-].BCCC(C)C.

Geometry (Å):
B -3.92 -2.57 -0.85
C -2.35 -2.48 -0.57
C -1.52 -1.79 -1.69
C -1.97 -0.34 -2.02
C -2.38 -0.28 -3.55
C -0.83 0.71 -1.76
H -4.63 -2.80 0.08
H -4.41 -2.46 -1.93
H -2.18 -2.01 0.41
H -2.00 -3.54 -0.52
H -1.49 -2.45 -2.57
H -0.48 -1.72 -1.32
H -2.81 -0.01 -1.39
H -1.54 0.10 -4.14
H -3.23 0.42 -3.62
H -2.67 -1.27 -3.91
H -1.33 1.67 -1.58
H -0.17 0.83 -2.62
H -0.27 0.35 -0.88
C 0.78 1.11 2.12
N 0.99 2.35 1.34
O 1.53 2.25 0.26
O 0.60 3.38 1.84
H 1.17 0.27 1.56
H 1.30 1.22 3.06
H -0.29 1.00 2.28
C 5.34 1.58 3.30
N 4.28 0.60 2.94
O 4.50 -0.15 2.02
O 3.26 0.63 3.59
H 6.18 1.43 2.63
H 4.92 2.57 3.18
H 5.62 1.38 4.33

Here are the Mulliken charges for atoms 1 to 2, given in e: atom 1 (B): 0.22, atom 2 (C): -0.73

(5)
A molecular structure, C13H30N4OTi in a non-equilibrium geometry, computed with ωB97M-V with the def2-TZVPD basis set.

The spin multiplicity is 2. The value obtained for the strongest force on any atom is 0.0763 hartree/bohr. Its total charge is +3. The frontier orbital gap (alpha / beta) comes out at 7.971 / 10.001 eV. The HOMO energy (alpha / beta) is -19.198 / -21.134 eV. Its expectation value of S² is 0.752.

Geometry (Å):
Ti -0.01 -0.04 -0.55
C -2.35 0.30 1.77
C -0.88 0.54 2.21
N 0.13 -0.26 1.47
C 1.53 0.12 1.79
C 2.49 -0.36 0.69
N 2.03 0.03 -0.67
C 2.66 1.25 -1.24
C 2.36 2.54 -0.48
C 0.87 2.88 -0.26
N -0.10 1.99 -0.95
C -1.48 2.47 -0.67
C -2.49 1.45 -1.19
N -2.04 0.09 -0.78
C -2.65 -0.45 0.47
H -2.86 1.26 1.77
H -2.85 -0.29 2.55
H -0.81 0.34 3.28
H -0.62 1.60 2.08
H -0.01 -1.24 1.75
H 1.84 -0.30 2.75
H 1.58 1.21 1.88
H 2.57 -1.46 0.73
H 3.49 0.03 0.90
H 2.32 -0.72 -1.30
H 2.33 1.33 -2.29
H 3.76 1.14 -1.27
H 2.82 3.35 -1.05
H 2.87 2.53 0.48
H 0.69 3.91 -0.57
H 0.64 2.84 0.81
H 0.04 2.13 -1.96
H -1.66 3.45 -1.13
H -1.59 2.60 0.41
H -2.55 1.50 -2.28
H -3.49 1.68 -0.80
H -2.36 -0.55 -1.52
H -2.31 -1.49 0.56
H -3.74 -0.46 0.36
C 1.15 -3.85 -0.25
C -0.02 -3.10 -0.79
C -1.18 -3.87 -1.31
O -0.04 -1.83 -0.76
H 1.00 -4.92 -0.31
H 1.32 -3.59 0.80
H 2.07 -3.61 -0.80
H -1.01 -4.94 -1.23
H -1.37 -3.63 -2.35
H -2.09 -3.62 -0.75

Here are the Mulliken charges for atoms 1 to 2, given in e: atom 1 (Ti): 0.72, atom 2 (C): -0.99

(6)
13 unconnected molecules or ions with the total composition C44H62O39 in a non-equilibrium geometry, computed with ωB97M-V with the def2-TZVPD basis set.

The value obtained for the strongest force on any atom is 0.1513 hartree/bohr. The frontier orbital gap comes out at 8.963 eV. The HOMO energy is -9.441 eV.

Geometry (Å):
C 16.82 5.56 -3.97
C 16.94 4.03 -4.21
O 15.72 3.57 -3.96
C 14.86 4.50 -3.52
O 13.67 4.24 -3.18
O 15.51 5.66 -3.38
H 16.79 6.05 -4.94
H 17.70 5.85 -3.40
H 17.68 3.59 -3.55
H 17.10 3.82 -5.27
C 21.78 10.98 -3.44
C 21.48 9.52 -3.40
O 22.64 9.00 -2.79
C 23.45 9.94 -2.28
O 24.42 9.64 -1.68
O 22.91 11.12 -2.57
H 20.86 11.53 -3.25
H 22.23 11.34 -4.36
H 21.14 9.12 -4.35
H 20.74 9.28 -2.64
C 14.75 8.16 -1.04
C 15.50 9.37 -1.43
O 14.61 10.44 -1.66
C 13.37 10.08 -1.11
O 12.38 10.75 -0.95
O 13.46 8.71 -0.79
H 15.20 7.85 -0.09
H 14.82 7.37 -1.78
H 16.05 9.03 -2.31
H 16.14 9.84 -0.68
C 8.80 11.81 -3.20
C 7.87 11.37 -4.37
O 7.19 10.24 -3.91
C 7.34 10.11 -2.61
O 6.75 9.25 -2.05
O 8.36 10.88 -2.15
H 8.61 12.83 -2.86
H 9.85 11.69 -3.44
H 8.47 11.22 -5.27
H 7.22 12.20 -4.65
C 14.73 5.87 3.67
C 15.89 5.06 4.23
O 16.89 4.94 3.25
C 16.53 5.61 2.22
O 17.35 5.80 1.34
O 15.14 5.84 2.26
H 14.55 6.89 4.02
H 13.86 5.27 3.93
H 15.56 4.15 4.74
H 16.28 5.66 5.06
C 15.76 11.46 1.97
C 16.38 11.01 3.23
O 15.31 10.21 3.79
C 14.56 9.67 2.77
O 13.77 8.75 2.77
O 14.80 10.52 1.68
H 16.48 11.52 1.14
H 15.30 12.43 2.14
H 16.55 11.82 3.94
H 17.40 10.63 3.14
C 14.38 2.90 -0.19
C 14.66 1.64 0.59
O 13.58 1.49 1.41
C 12.55 2.19 0.93
O 11.41 2.05 1.35
O 13.00 3.09 -0.07
H 14.76 2.99 -1.21
H 14.82 3.64 0.48
H 15.63 1.49 1.07
H 14.74 0.80 -0.09
C 17.00 15.15 -3.63
C 16.39 14.55 -2.36
O 17.55 14.20 -1.59
C 18.60 14.24 -2.39
O 19.79 14.15 -1.95
O 18.28 14.56 -3.64
H 17.01 16.22 -3.45
H 16.41 14.90 -4.51
H 15.68 13.72 -2.44
H 15.97 15.34 -1.75
C 9.68 9.26 2.37
C 9.18 9.23 0.89
C 9.58 7.92 0.22
O 8.50 7.04 0.49
C 7.39 7.84 0.91
O 6.24 7.44 0.93
O 7.77 9.10 0.90
H 9.33 10.24 2.69
H 10.77 9.36 2.36
H 9.37 8.50 3.08
H 9.49 10.06 0.25
H 10.41 7.49 0.79
H 9.86 8.14 -0.81
C 20.34 8.04 2.26
C 20.34 8.57 0.82
C 21.20 7.67 -0.03
O 20.29 7.35 -1.15
C 19.00 7.71 -0.95
O 17.97 7.35 -1.50
O 18.95 8.36 0.32
H 21.31 8.28 2.69
H 20.21 6.96 2.25
H 19.47 8.45 2.79
H 20.56 9.64 0.73
H 21.59 6.82 0.53
H 22.14 7.99 -0.48
C 10.80 13.80 0.09
C 10.70 13.34 1.51
C 10.52 14.47 2.54
O 9.14 14.65 2.57
C 8.52 13.49 2.17
O 7.36 13.17 2.50
O 9.43 12.66 1.64
H 10.79 13.04 -0.69
H 11.37 14.73 0.01
H 9.84 14.26 -0.19
H 11.59 12.76 1.76
H 10.94 15.41 2.19
H 10.98 14.23 3.50
C 11.19 10.62 -6.74
C 10.36 9.48 -7.29
C 9.39 9.68 -8.48
O 9.73 8.68 -9.44
C 10.64 7.91 -8.98
O 10.99 6.83 -9.45
O 11.18 8.44 -7.86
H 10.60 11.53 -6.66
H 11.98 10.82 -7.46
H 11.52 10.44 -5.71
H 9.96 8.86 -6.49
H 9.32 10.69 -8.89
H 8.38 9.36 -8.22
C 11.50 5.63 -5.89
C 10.53 5.27 -4.83
C 10.82 5.63 -3.39
O 9.68 6.25 -2.83
C 8.92 6.49 -3.85
O 7.91 7.22 -3.71
O 9.44 6.12 -4.99
H 12.51 5.29 -5.65
H 11.62 6.71 -5.98
H 11.28 5.15 -6.84
H 10.35 4.20 -4.82
H 11.71 6.21 -3.14
H 10.81 4.62 -2.99

Here are the Mulliken charges for atoms 1 to 2, given in e: atom 1 (C): -0.12, atom 2 (C): -0.44